Record 1
Below is a 11-piece molecular cluster, C26H49Cl20F3O6 overall at a distorted geometry, with properties calculated with wB97M-V/def2-TZVPD.

Structure (XYZ):
```
104
Properties=species:S:1:pos:R:3
C -0.027 -2.641 -0.937
C -1.381 -2.538 -1.631
O -1.270 -3.244 -2.843
C -1.699 -1.057 -1.836
O -3.094 -0.770 -1.687
O -3.370 0.498 -2.288
C -3.078 1.495 -1.381
O -3.473 1.480 -0.243
O -2.377 2.529 -1.870
C -1.424 2.224 -2.879
O -0.850 3.469 -3.177
C -0.103 3.526 -4.302
F 1.063 4.148 -4.035
F -0.738 4.253 -5.240
F 0.180 2.321 -4.813
H -0.120 -2.947 0.091
H 0.615 -3.311 -1.480
H 0.474 -1.682 -0.910
H -2.162 -2.946 -0.998
H -2.122 -3.554 -3.149
H -1.179 -0.500 -1.063
H -1.374 -0.754 -2.824
H -0.677 1.571 -2.455
H -1.932 1.781 -3.721
Cl -1.705 -4.731 1.528
C -2.812 -4.156 2.798
C -4.231 -4.137 2.308
Cl -4.459 -2.893 1.052
H -2.476 -3.170 3.112
H -2.718 -4.838 3.642
H -4.908 -3.902 3.127
H -4.515 -5.097 1.887
Cl -7.969 -2.276 -3.949
C -7.376 -2.639 -2.306
C -5.933 -2.254 -2.121
Cl -4.838 -3.291 -3.077
H -7.531 -3.698 -2.122
H -7.993 -2.071 -1.612
H -5.652 -2.369 -1.078
H -5.751 -1.224 -2.412
Cl 0.939 8.918 -5.394
C 1.978 7.534 -4.957
C 3.147 7.955 -4.109
Cl 4.317 8.943 -5.018
H 2.301 7.055 -5.877
H 1.357 6.834 -4.402
H 3.681 7.076 -3.754
H 2.827 8.534 -3.250
Cl -0.925 2.204 2.519
C -2.537 2.966 2.540
C -2.585 4.166 3.448
Cl -2.441 3.722 5.170
H -3.259 2.211 2.838
H -2.758 3.265 1.518
H -3.541 4.673 3.330
H -1.789 4.869 3.217
Cl -5.953 -7.662 1.063
C -5.369 -9.214 1.718
C -4.755 -9.065 3.087
Cl -3.212 -8.168 3.045
H -4.658 -9.628 1.008
H -6.231 -9.877 1.773
H -4.537 -10.050 3.494
H -5.427 -8.550 3.768
Cl 1.501 9.372 -0.981
C 1.533 11.154 -0.961
C 2.123 11.759 -2.211
Cl 3.878 11.469 -2.362
H 2.087 11.460 -0.078
H 0.501 11.481 -0.856
H 1.987 12.838 -2.174
H 1.646 11.379 -3.112
Cl 9.986 10.395 -4.675
C 8.429 10.067 -5.482
C 8.025 8.621 -5.375
Cl 9.088 7.551 -6.327
H 8.519 10.377 -6.519
H 7.681 10.690 -4.995
H 7.017 8.494 -5.762
H 8.043 8.279 -4.344
Cl -0.320 -7.126 3.075
C 0.469 -8.565 3.760
C 1.681 -8.178 4.566
Cl 2.981 -7.530 3.533
H 0.726 -9.231 2.941
H -0.261 -9.063 4.398
H 2.084 -9.047 5.082
H 1.436 -7.421 5.304
Cl 5.703 -5.681 4.983
C 5.176 -4.432 6.143
C 4.603 -5.016 7.407
Cl 3.038 -5.823 7.139
H 4.458 -3.790 5.640
H 6.056 -3.842 6.390
H 4.426 -4.220 8.128
H 5.280 -5.742 7.850
Cl 1.305 -2.493 3.334
C 2.044 -3.994 2.704
C 3.272 -3.720 1.877
Cl 2.874 -2.908 0.341
H 1.284 -4.524 2.135
H 2.314 -4.603 3.565
H 3.757 -4.661 1.625
H 3.983 -3.095 2.411
```

charge: 0
max |F|: 0.0454 Eh/bohr
orbital gap: 10.6 eV

=====

Record 2
Below is a 2-piece molecular cluster, C6H9N2O2 overall at a distorted geometry, with properties calculated with wB97M-V/def2-TZVPD.

Structure (XYZ):
```
19
Properties=species:S:1:pos:R:3
C 0.945 2.545 -2.068
C 0.541 1.091 -1.682
C 0.371 -0.472 -0.209
C 0.585 -0.084 -2.462
N 0.601 0.859 -0.268
N 0.346 -1.115 -1.566
H 0.275 -1.165 0.673
H 0.525 3.040 -1.080
H 0.962 2.757 -3.039
H 0.034 -1.919 -1.995
H 0.454 -0.217 -3.517
H 2.051 2.803 -1.981
C -1.626 -0.759 2.784
C -0.399 -1.664 2.756
O 0.755 -1.212 2.798
O -0.618 -2.930 2.730
H -2.190 -0.921 1.797
H -1.376 0.333 2.691
H -2.239 -0.967 3.639
```

charge: -1
max |F|: 0.1350 Eh/bohr
orbital gap: 6.9 eV
ΔE to the lowest compared entry with this formula, charge and spin: 3.440 eV

=====

Record 3
Below is C18H26N2O4S in the gas phase at a distorted geometry, with properties calculated with wB97M-V/def2-TZVPD.

Structure (XYZ):
```
51
Properties=species:S:1:pos:R:3
C 0.692 2.739 2.174
C 0.845 1.580 1.241
C 1.887 0.678 1.360
C 2.000 -0.387 0.484
S 3.374 -1.529 0.664
O 2.977 -2.792 0.117
O 3.827 -1.465 2.022
N 4.631 -0.971 -0.283
C 4.384 -0.929 -1.707
C 3.987 0.523 -2.033
C 4.497 1.346 -0.837
C 5.179 0.315 0.081
C 1.073 -0.580 -0.516
C 0.021 0.311 -0.658
C -0.096 1.389 0.212
O -1.103 2.310 0.168
C -2.082 2.189 -0.840
C -2.949 0.922 -0.712
O -3.404 0.375 -1.693
N -3.136 0.554 0.566
C -3.790 -0.664 1.017
C -5.232 -0.791 0.486
C -5.379 -2.257 0.085
C -3.998 -2.592 -0.468
C -3.057 -1.941 0.545
H 1.529 2.790 2.863
H -0.230 2.646 2.745
H 0.630 3.668 1.610
H 2.614 0.778 2.150
H 3.621 -1.665 -1.953
H 5.312 -1.201 -2.221
H 4.440 0.846 -2.969
H 2.906 0.615 -2.130
H 5.201 2.118 -1.144
H 3.667 1.829 -0.321
H 5.008 0.481 1.143
H 6.257 0.289 -0.101
H 1.164 -1.437 -1.164
H -0.702 0.148 -1.441
H -1.640 2.214 -1.843
H -2.725 3.066 -0.723
H -2.654 1.101 1.264
H -3.788 -0.612 2.109
H -5.339 -0.164 -0.397
H -5.967 -0.478 1.227
H -5.593 -2.871 0.962
H -6.173 -2.405 -0.645
H -3.826 -3.662 -0.566
H -3.874 -2.117 -1.441
H -2.084 -1.703 0.118
H -2.900 -2.607 1.394
```

charge: 0
max |F|: 0.0232 Eh/bohr
orbital gap: 9.6 eV
ΔE to the lowest compared entry with this formula, charge and spin: 1.778 eV

=====

Record 4
Below is C3H5NO3 in the gas phase at a distorted geometry, with properties calculated with wB97M-V/def2-TZVPD.

Structure (XYZ):
```
12
Properties=species:S:1:pos:R:3
C -0.878 0.414 -1.140
C 0.562 0.474 -0.739
O 1.414 0.813 -1.522
N 0.851 0.428 0.645
C 0.377 -0.539 1.557
O 0.574 -0.445 2.740
O -0.276 -1.627 1.114
H -0.969 0.672 -2.194
H -1.382 -0.540 -1.033
H -1.500 1.108 -0.577
H 1.655 0.925 0.965
H -0.426 -1.683 0.184
```

charge: 0
max |F|: 0.0393 Eh/bohr
orbital gap: 11.0 eV
ΔE to the lowest compared entry with this formula, charge and spin: 0.562 eV

=====

Record 5
Below is C23H21N2O5SW as an isolated structure at a distorted geometry, with properties calculated with wB97M-V/def2-TZVPD.

Structure (XYZ):
```
53
Properties=species:S:1:pos:R:3
W -0.776 0.556 0.168
O 0.395 -0.345 1.229
C 1.142 -0.292 2.385
C 2.199 -1.137 2.569
C 2.893 -1.014 3.779
C 2.519 -0.088 4.751
C 1.436 0.746 4.534
C 0.726 0.653 3.327
C -0.375 1.503 3.068
N -1.114 1.583 1.981
C -2.187 2.626 1.985
C -2.292 3.088 0.555
N -2.385 1.807 -0.170
C -3.460 1.453 -0.830
C -3.830 0.127 -1.197
C -5.009 -0.086 -1.925
C -5.499 -1.369 -2.086
C -4.851 -2.447 -1.479
C -3.688 -2.271 -0.730
C -3.188 -0.998 -0.633
O -2.052 -0.762 0.095
H 2.475 -1.863 1.818
H 3.739 -1.664 3.961
H 3.075 -0.024 5.676
H 1.133 1.466 5.283
H -0.665 2.175 3.875
H -1.933 3.435 2.667
H -3.115 2.155 2.316
H -1.375 3.601 0.254
H -3.140 3.742 0.357
H -4.167 2.251 -1.050
H -5.531 0.760 -2.355
H -6.400 -1.533 -2.662
H -5.261 -3.443 -1.585
H -3.187 -3.100 -0.250
C 5.252 -2.488 -2.573
C 4.111 -1.544 -2.350
C 4.299 -0.162 -2.452
C 3.245 0.715 -2.313
C 1.978 0.185 -2.042
C 1.747 -1.188 -1.934
C 2.822 -2.036 -2.086
S 0.741 1.342 -1.922
O 0.605 1.840 -0.419
O 0.871 2.388 -2.845
O -0.627 0.573 -1.848
H 6.212 -1.985 -2.490
H 5.181 -2.910 -3.579
H 5.222 -3.323 -1.874
H 5.284 0.231 -2.668
H 3.395 1.781 -2.429
H 0.751 -1.605 -1.815
H 2.660 -3.105 -2.044
```

charge: +3
max |F|: 0.0288 Eh/bohr
orbital gap: 5.8 eV
ΔE to the lowest compared entry with this formula, charge and spin: 0.000 eV

=====

Record 6
Below is C3H5N3O in the gas phase, with properties calculated with wB97M-V/def2-TZVPD.

Structure (XYZ):
```
12
Properties=species:S:1:pos:R:3
O 0.137 -0.891 -1.754
C 1.324 -1.072 -1.045
C 0.764 -0.094 -0.068
N 0.148 0.857 -0.951
N -0.848 1.275 -0.256
C -0.953 0.601 1.056
N 0.231 -0.217 1.083
H -1.850 -0.034 1.089
H 2.234 -0.762 -1.577
H 1.447 -2.066 -0.602
H -1.461 1.982 -0.638
H -0.998 1.341 1.863
```

charge: 0
max |F|: 0.0088 Eh/bohr
orbital gap (spin up / spin down): 9.1 / 9.1 eV
ΔE to the lowest compared entry with this formula, charge and spin: 4.998 eV

=====

Record 7
Below is a 2-piece molecular cluster, C4H12O overall at a distorted geometry, with properties calculated with wB97M-V/def2-TZVPD.

Structure (XYZ):
```
17
Properties=species:S:1:pos:R:3
C 1.048 1.455 1.043
C 0.022 2.366 0.354
C 0.569 3.730 -0.101
H 1.627 1.973 1.811
H 1.841 1.128 0.359
H 0.556 0.529 1.343
H -0.741 2.641 1.091
H -0.330 1.739 -0.466
H 1.553 3.935 0.323
H 0.747 3.677 -1.181
H -0.050 4.561 0.241
C -0.919 -3.866 0.002
O -0.768 -3.275 -1.293
H -1.724 -4.599 -0.131
H 0.004 -4.288 0.385
H -1.312 -3.129 0.700
H -0.486 -3.942 -1.889
```

charge: 0
max |F|: 0.0340 Eh/bohr
orbital gap: 11.4 eV
ΔE to the lowest compared entry with this formula, charge and spin: 0.980 eV

=====

Record 8
Below is C3H6N2O in the gas phase at a distorted geometry, with properties calculated with wB97M-V/def2-TZVPD.

Structure (XYZ):
```
12
Properties=species:S:1:pos:R:3
C -0.454 -0.916 0.231
C 0.863 -0.364 0.685
C -0.677 0.063 -0.892
N -0.312 1.612 0.320
N 1.053 0.905 0.014
O 0.667 0.438 -1.346
H -0.563 -1.898 -0.280
H -1.267 -1.015 1.019
H 0.795 -0.229 1.730
H 1.688 -0.937 0.469
H -1.292 -0.072 -1.738
H -0.502 2.413 -0.213
```

charge: 0
max |F|: 0.1061 Eh/bohr
orbital gap (spin up / spin down): 9.7 / 9.7 eV
ΔE to the lowest compared entry with this formula, charge and spin: 6.740 eV

=====

Record 9
Below is C29H36AsN3O2ReS2 as an isolated structure at a distorted geometry, with properties calculated with wB97M-V/def2-TZVPD.

Structure (XYZ):
```
74
Properties=species:S:1:pos:R:3
Re -0.857 -0.990 -0.989
C -2.254 2.144 1.370
C -2.339 1.201 0.211
N -1.893 -0.051 0.459
N -2.265 -0.625 1.644
C -1.966 -1.858 1.777
S -1.119 -2.719 0.495
S -2.427 -2.828 3.122
C -2.759 -1.563 4.386
C -1.547 -0.814 4.878
C -1.537 0.575 4.881
C -0.455 1.272 5.409
C 0.621 0.580 5.943
C 0.616 -0.811 5.946
C -0.457 -1.503 5.410
C -2.891 1.554 -1.056
C -3.495 2.833 -1.244
C -4.354 3.083 -2.275
C -4.654 2.061 -3.184
C -4.055 0.828 -3.074
C -3.123 0.584 -2.067
O -2.456 -0.565 -2.094
H -3.071 1.972 2.073
H -2.282 3.177 1.052
H -1.336 1.947 1.926
H -3.202 -2.138 5.200
H -3.525 -0.891 4.001
H -2.396 1.113 4.498
H -0.470 2.354 5.432
H 1.452 1.121 6.376
H 1.442 -1.356 6.383
H -0.461 -2.587 5.433
H -3.310 3.616 -0.524
H -4.821 4.052 -2.376
H -5.353 2.249 -3.989
H -4.258 0.032 -3.778
C 1.346 -0.197 1.884
As 1.450 -0.799 0.065
C 2.432 -2.458 0.146
C 2.617 0.464 -0.868
C 3.947 0.584 -0.182
C 4.999 -0.260 -0.531
C 6.219 -0.171 0.123
C 6.399 0.763 1.134
C 5.358 1.613 1.483
C 4.139 1.523 0.828
H 2.352 -0.118 2.291
H 0.770 -0.913 2.468
H 0.860 0.775 1.933
H 3.399 -2.264 0.608
H 2.579 -2.853 -0.857
H 1.872 -3.172 0.747
H 2.090 1.420 -0.898
H 2.712 0.094 -1.889
H 4.871 -0.980 -1.332
H 7.032 -0.824 -0.163
H 7.352 0.837 1.640
H 5.500 2.354 2.257
H 3.335 2.201 1.094
C 0.312 0.780 -4.864
N -0.273 -0.560 -4.988
C -0.724 -0.959 -6.326
C -0.375 -1.336 -3.946
C -0.940 -2.715 -4.034
O 0.054 -0.896 -2.807
H 0.654 1.095 -5.845
H 1.153 0.759 -4.178
H -0.437 1.484 -4.503
H -1.162 -0.090 -6.811
H -1.477 -1.737 -6.267
H 0.121 -1.307 -6.920
H -0.506 -3.274 -4.861
H -2.021 -2.663 -4.179
H -0.748 -3.250 -3.105
```

charge: +2
2S+1: 4
<S²>: 3.78
max |F|: 0.0275 Eh/bohr
orbital gap (spin up / spin down): 6.7 / 6.0 eV
ΔE to the lowest compared entry with this formula, charge and spin: 0.665 eV

=====

Record 10
Below is an isolated ion of composition C9H9N2O2S and charge -1 at a distorted geometry, with properties calculated with wB97M-V/def2-TZVPD.

Structure (XYZ):
```
23
Properties=species:S:1:pos:R:3
C -2.693 -1.089 0.320
C -2.074 0.026 -0.524
N -1.667 -0.481 -1.772
N -0.509 -0.225 -2.046
C 0.235 0.557 -1.052
C 1.501 -0.012 -0.521
C 1.793 -1.298 -0.034
C 3.095 -1.300 0.508
C 3.633 -0.043 0.622
S 2.704 1.143 -0.030
C -0.826 0.741 0.078
C -0.960 2.246 0.512
O -0.572 3.146 -0.214
O -1.488 2.355 1.588
H -3.665 -1.382 0.039
H -2.778 -0.734 1.326
H -1.940 -1.969 0.192
H -2.765 0.802 -0.740
H 0.355 1.499 -1.437
H 1.190 -2.207 -0.207
H 3.388 -2.154 1.127
H 4.479 0.181 1.274
H -0.434 0.197 0.991
```

charge: -1
max |F|: 0.0768 Eh/bohr
orbital gap: 7.4 eV
ΔE to the lowest compared entry with this formula, charge and spin: 1.735 eV

=====

Record 11
Below is a 2-piece molecular cluster, C4H8N4O2 overall at a distorted geometry, with properties calculated with wB97M-V/def2-TZVPD.

Structure (XYZ):
```
18
Properties=species:S:1:pos:R:3
C -1.283 1.363 0.089
C 0.820 -1.386 0.030
C -2.729 1.633 0.235
C 2.135 -1.879 -0.546
N 3.502 0.721 0.556
N 2.849 1.575 0.205
N 2.219 2.541 0.006
N 0.385 -0.201 -0.186
O -0.540 2.260 -0.137
O -0.923 0.123 0.258
H 0.109 -2.167 0.462
H -2.733 2.732 0.603
H -3.388 1.671 -0.606
H -3.172 0.864 0.967
H 2.566 -2.647 0.012
H 2.832 -1.032 -0.550
H 1.841 -2.317 -1.429
H 1.293 2.375 -0.185
```

charge: 0
max |F|: 0.0837 Eh/bohr
orbital gap: 10.2 eV
ΔE to the lowest compared entry with this formula, charge and spin: 4.148 eV

=====

Record 12
Below is a 13-piece molecular cluster, C4H35N2O12S overall at a distorted geometry, with properties calculated with wB97M-V/def2-TZVPD.

Structure (XYZ):
```
54
Properties=species:S:1:pos:R:3
C -1.844 1.040 2.748
C -1.291 -0.286 2.226
C -2.135 -1.197 1.277
S -3.951 -1.231 1.521
N 0.113 -0.157 1.719
C 0.300 0.114 0.265
N 1.628 -0.152 -0.211
H -1.077 1.790 2.875
H -2.343 0.842 3.663
H -2.512 1.569 1.977
H -1.141 -0.961 3.103
H -1.968 -0.849 0.263
H -1.843 -2.246 1.302
H 0.719 -1.052 1.883
H -0.532 -0.203 -0.364
H 0.196 1.233 0.111
H 1.768 -1.170 -0.219
H 2.314 0.129 0.472
H -3.348 1.153 0.090
H -3.597 0.741 -1.301
O -3.170 1.448 -0.809
H -1.509 2.136 -1.061
H -1.226 3.342 -2.107
O -0.841 2.700 -1.514
H 3.377 -0.889 -1.628
H 4.150 -0.185 -2.591
O 3.684 -1.026 -2.568
H 2.030 -2.831 -1.284
H 3.645 -2.893 -1.046
O 2.779 -2.762 -0.664
H 1.466 -0.335 3.380
H 2.413 -1.367 3.877
O 2.203 -0.434 4.001
H -0.152 3.555 0.848
H 0.244 3.673 -0.428
O 0.690 3.865 0.426
H -1.025 -0.556 -3.530
H -1.798 -1.674 -2.936
O -1.932 -0.940 -3.580
H 2.034 3.100 0.704
H 2.634 1.927 1.495
O 2.913 2.643 0.879
H 1.497 1.504 -3.468
H 0.254 1.334 -2.893
O 0.573 1.169 -3.797
H -1.281 -2.476 -0.781
H -1.923 -3.376 -1.721
O -1.162 -2.765 -1.726
H -0.322 -3.559 1.760
H 1.129 -3.615 1.428
O 0.537 -3.404 2.155
H 3.170 2.975 -1.498
H 2.515 1.751 -1.027
O 2.763 2.176 -1.861
```

charge: -1
max |F|: 0.0721 Eh/bohr
orbital gap: 6.0 eV
ΔE to the lowest compared entry with this formula, charge and spin: 3.852 eV